# 1
Below is a 3-piece molecular cluster, C26H57NO3Si overall, with properties calculated with wB97M-V/def2-TZVPD.

Calculated values
Spin multiplicity: 1
SMILES string: CCC(=O)OCC[Si@H](CCCCCOC)N=C(C)C.CCCCCC.CCCCCC
DFT total energy, eV: -43397.9965
Maximum force, hartree/bohr: 0.0140

Each line ends with the Löwdin charge.
Atoms and positions in Å:
1 Si -0.434 1.493 0.134  0.593
2 O -0.088 -0.069 -5.061  -0.183
3 O -1.677 5.358 0.414  0.003
4 O -0.320 6.735 -0.714  0.097
5 N 1.153 1.314 0.856  0.013
6 C 2.229 1.844 0.422  -0.466
7 C 5.185 -5.447 -3.594  -0.112
8 C -1.263 3.026 0.825  -0.224
9 C -3.611 -0.007 3.861  -0.110
10 C -0.702 4.313 0.243  -0.242
11 C -2.086 -2.049 4.024  -0.227
12 C -2.957 8.093 -1.276  -0.082
13 C -2.435 7.568 0.073  -0.141
14 C -1.440 -1.227 -1.711  -0.213
15 C 2.944 -2.027 -1.154  -0.096
16 C -1.445 -0.035 0.551  -0.271
17 C -2.247 -0.552 4.278  -0.269
18 C 2.365 2.662 -0.848  -0.046
19 C 0.519 1.160 -4.732  -0.113
20 C 2.920 -4.775 -2.623  -0.227
21 C -1.361 6.535 -0.127  -0.517
22 C 3.515 1.649 1.191  -0.056
23 C -2.298 -0.547 -0.626  -0.257
24 C -1.705 -3.111 6.931  -0.112
25 C -0.261 -0.923 -3.947  -0.240
26 C -3.074 -2.938 4.782  -0.229
27 C 4.336 -5.273 -2.339  -0.271
28 C -3.052 -2.770 6.300  -0.271
29 C 2.847 -3.405 -3.300  -0.224
30 C 3.538 -2.277 -2.537  -0.262
31 C -1.479 -0.569 -3.093  -0.187
32 H -3.769 7.473 -1.659  0.075
33 H 1.954 2.116 -1.702  0.064
34 H 1.793 -3.143 -3.438  0.093
35 H -2.868 0.273 -1.075  0.101
36 H 3.273 -3.468 -4.305  0.104
37 H -0.397 1.623 -1.346  0.022
38 H -0.489 4.226 -0.827  0.111
39 H 4.841 -4.590 -1.650  0.097
40 H 0.652 -0.929 -3.332  0.103
41 H -2.146 8.119 -2.007  0.075
42 H -1.063 -2.343 4.273  0.103
43 H -3.028 -1.262 -0.237  0.100
44 H 4.268 -6.231 -1.817  0.104
45 H -0.716 -0.817 0.799  0.075
46 H -1.957 8.387 0.621  0.123
47 H -3.330 -1.746 6.566  0.097
48 H -1.156 3.030 1.913  0.086
49 H 2.357 -4.751 -1.686  0.101
50 H 3.049 -2.895 -0.501  0.070
51 H -2.200 -2.238 2.952  0.103
52 H 2.410 -5.503 -3.261  0.110
53 H 3.865 2.605 1.589  0.083
54 H -2.076 -0.324 5.334  0.100
55 H 1.576 1.018 -4.468  0.084
56 H -2.856 -3.983 4.539  0.109
57 H -4.088 -2.752 4.419  0.101
58 H 3.414 2.883 -1.059  0.076
59 H 0.021 1.658 -3.891  0.065
60 H 4.608 -2.485 -2.444  0.099
61 H 3.436 -1.186 -0.660  0.061
62 H -2.057 0.146 1.437  0.043
63 H -1.775 -2.264 -1.824  0.115
64 H 1.840 3.617 -0.766  0.072
65 H -3.333 9.112 -1.168  0.071
66 H -0.400 -1.283 -1.371  0.083
67 H -1.416 -4.137 6.697  0.074
68 H -4.419 -0.464 4.433  0.066
69 H 0.217 4.603 0.757  0.126
70 H -2.373 -0.891 -3.636  0.120
71 H -3.668 1.071 4.018  0.071
72 H 1.880 -1.791 -1.229  0.053
73 H -3.822 -3.413 6.732  0.103
74 H 3.346 0.939 2.002  0.075
75 H 0.448 1.809 -5.606  0.091
76 H 4.291 1.250 0.530  0.075
77 H -1.746 -3.015 8.017  0.068
78 H 6.173 -5.840 -3.349  0.068
79 H -1.551 0.519 -3.001  0.083
80 H -3.804 -0.202 2.803  0.062
81 H -3.240 7.170 0.686  0.113
82 H 3.461 -1.361 -3.130  0.099
83 H -2.333 2.963 0.593  0.089
84 H 5.330 -4.501 -4.118  0.064
85 H 4.712 -6.144 -4.289  0.075
86 H -0.378 -1.930 -4.360  0.127
87 H -0.913 -2.451 6.574  0.064
88 H -1.464 -0.025 3.726  0.093

***

# 2
Below is C26H58BrCsKN2O7S as an isolated structure, with properties calculated with wB97M-V/def2-TZVPD.

Calculated values
Spin multiplicity: 1
Charge: -1
DFT total energy, eV: -142941.8481
Maximum force, hartree/bohr: 0.1748

Each line ends with the Löwdin charge.
Atoms and positions in Å:
1 Cs -0.326 -4.186 6.206  1.078
2 Br -1.536 -6.347 -2.051  0.198
3 K -5.726 0.443 -3.703  0.734
4 S -4.990 0.841 -0.997  0.975
5 O -3.652 0.307 -1.941  -0.571
6 O -2.319 0.884 8.397  -0.315
7 O -6.308 4.678 -1.465  -0.040
8 O -7.626 4.156 0.194  -0.044
9 O 0.371 -3.223 -0.994  -0.182
10 O -1.314 -2.250 7.069  -0.835
11 O -5.988 5.263 0.613  -0.032
12 N -2.515 -3.122 -3.033  -0.094
13 N -0.326 -1.305 4.069  0.285
14 C 5.618 -1.129 -1.903  -0.155
15 C 4.020 -0.722 1.838  -0.196
16 C 5.233 -2.328 -0.818  -0.237
17 C 1.622 -0.490 0.662  -0.208
18 C -3.575 3.319 -0.189  -0.199
19 C 6.082 -2.000 0.564  -0.230
20 C -6.623 4.698 -0.285  -1.166
21 C -1.705 -1.414 8.041  -0.447
22 C 2.980 0.335 1.064  -0.199
23 C 2.914 2.245 -2.698  -0.214
24 C -1.951 -4.200 -0.278  -0.180
25 C -2.262 -1.650 -2.667  -0.168
26 C 2.393 3.798 -2.631  -0.211
27 C -1.246 -3.942 -2.922  -0.365
28 C -3.374 -1.109 -1.587  -0.233
29 C -1.299 3.049 -1.687  -0.222
30 C 1.769 1.141 -3.095  -0.199
31 C 0.852 0.117 -0.692  -0.192
32 C 5.579 -0.575 1.255  -0.206
33 C -1.946 0.043 7.421  -0.539
34 C -1.919 3.111 -0.170  -0.182
35 C -0.721 -4.165 -1.381  -0.558
36 C -0.250 4.252 -2.060  -0.208
37 C 1.260 4.076 -1.444  -0.205
38 C 1.675 -0.152 -2.085  -0.181
39 C -4.405 2.022 0.374  -0.294
40 H -0.222 -0.403 -0.676  0.096
41 H 0.911 -0.459 1.619  0.087
42 H 7.245 -1.930 0.309  0.111
43 H 2.026 4.241 -3.659  0.111
44 H 1.148 -3.366 -1.618  0.098
45 H 5.133 -0.088 -1.586  0.052
46 H -2.996 -1.103 -0.462  0.123
47 H -1.548 -4.834 0.636  0.078
48 H 2.767 1.306 1.723  0.125
49 H -0.868 -0.549 3.636  0.141
50 H -2.221 -3.128 0.156  0.053
51 H 5.696 0.350 0.520  0.104
52 H -1.680 2.083 0.353  0.094
53 H 6.797 -1.033 -2.030  0.088
54 H -0.395 -3.528 -3.644  0.121
55 H 1.340 3.320 -0.543  0.104
56 H -4.363 -1.750 -1.652  0.129
57 H -0.225 -5.243 -1.343  -0.052
58 H -1.511 -5.025 -3.342  -0.091
59 H 3.343 4.452 -2.324  0.109
60 H 3.559 0.689 0.108  0.068
61 H -1.149 -1.540 -2.289  0.103
62 H -0.122 -2.026 3.367  0.127
63 H 1.865 -1.625 0.435  0.094
64 H 3.445 1.867 -1.723  0.086
65 H 3.680 -1.827 1.628  0.095
66 H -2.913 -4.782 -0.670  0.045
67 H 5.949 -2.931 1.299  0.114
68 H -1.424 3.983 0.439  0.119
69 H 0.555 -0.927 4.437  0.140
70 H -0.143 4.470 -3.216  0.108
71 H -3.995 3.590 -1.247  0.109
72 H -1.020 0.291 6.873  0.043
73 H 2.078 0.701 -4.161  0.113
74 H 1.171 -1.045 -2.661  0.101
75 H 5.200 -1.371 -2.972  0.073
76 H -3.840 1.389 1.186  0.107
77 H -2.712 -3.081 -4.076  0.109
78 H -5.385 2.433 0.877  0.131
79 H 6.247 -0.331 2.198  0.104
80 H -1.009 -1.267 8.886  0.092
81 H -0.892 1.963 -1.851  0.073
82 H -0.868 -1.719 4.837  0.043
83 H -5.836 1.572 -1.870  -0.094
84 H 0.729 1.682 -3.282  0.106
85 H 5.505 -3.356 -1.312  0.109
86 H -0.709 5.250 -1.593  0.123
87 H -2.217 3.167 -2.441  0.112
88 H 0.654 1.252 -0.464  0.080
89 H 1.556 5.138 -0.988  0.110
90 H 4.003 -0.418 2.971  0.101
91 H -2.638 -1.667 8.574  0.094
92 H 2.791 -0.420 -1.773  0.093
93 H -2.656 -0.104 6.588  0.057
94 H 3.750 2.213 -3.550  0.114
95 H 4.071 -2.262 -0.563  0.093
96 H -3.776 4.219 0.556  0.130
97 H -2.350 -0.950 -3.619  0.129

***

Q: Which formula does entry 2 have?
A: C26H58BrCsKN2O7S

***

Q: Which of these has the highest maximum force?
A: C26H58BrCsKN2O7S

***

Q: What is the spin multiplicity in the second record?
A: 1